#i
Molecular formula: C5H12S2
Method: DFT, wB97M-V/def2-TZVPD

```
19
Properties=species:S:1:pos:R:3:mulliken_charge:R:1
C -0.722 -0.066 1.750 -1.347
C -1.841 -0.231 -0.288 -1.612
C 0.931 0.288 -1.810 -1.620
C -0.519 0.402 0.308 -0.057
C 0.846 0.172 -0.297 0.790
S 2.212 1.019 0.457 -0.148
S 1.298 -2.067 -0.004 -0.274
H 0.226 0.154 2.256 0.336
H -0.905 -1.217 1.828 0.328
H -1.648 0.409 2.291 0.326
H -2.605 0.403 -0.070 0.451
H -1.999 -1.186 0.069 0.446
H -1.719 -0.219 -1.324 0.447
H 1.836 0.645 -2.186 0.512
H 0.797 -0.588 -2.232 0.462
H 0.173 1.075 -2.025 0.338
H -0.455 1.548 0.372 0.382
H 1.553 1.612 1.474 0.118
H 2.543 -2.151 -0.571 0.122
```

Values from the calculation:
* lowest unoccupied orbital energy: 0.27 eV
* orbital gap: 8.80 eV
* molecular weight: 136.29 g mol⁻¹

=====

#ii
Molecular formula: C5H12S2
Method: DFT, wB97M-V/def2-TZVPD

```
19
Properties=species:S:1:pos:R:3:mulliken_charge:R:1
C -0.059 0.822 0.207 -1.283
C 0.300 0.304 -1.173 0.962
C 1.457 -0.168 -1.441 -0.661
C -0.799 0.601 -2.208 -1.115
H -0.599 1.763 0.125 0.527
H 0.853 0.895 0.791 0.383
H -0.726 0.138 0.736 0.120
H 1.791 -1.150 0.085 -0.090
H 2.116 -0.054 -2.290 0.350
H -0.784 -0.198 -2.942 0.386
H -0.541 1.514 -2.733 0.316
H -1.756 0.683 -1.710 0.233
C 2.158 -1.553 1.060 -0.585
S -3.175 0.540 0.956 -0.344
S -2.899 0.298 2.980 -0.182
H 3.219 -1.770 1.014 0.330
H 1.595 -2.431 1.373 0.269
H 2.013 -0.805 1.841 0.245
H -4.164 0.572 3.329 0.140
```

Values from the calculation:
* lowest unoccupied orbital energy: -3.39 eV
* orbital gap: 2.88 eV
* molecular weight: 136.29 g mol⁻¹

=====

Most stable structure, least stable structure: #i, #ii.

=====

#i
Molecular formula: C5H26N2O6
Method: DFT, wB97M-V/def2-TZVPD

```
39
Properties=species:S:1:pos:R:3:mulliken_charge:R:1
C -0.637 -0.510 -1.218 -0.337
C 0.587 0.033 -1.858 -0.629
N 1.887 -0.153 -1.129 -0.175
C 1.846 -0.589 0.319 -0.689
C 1.266 0.555 1.162 0.404
C 2.238 0.831 2.382 -1.715
N -0.013 0.229 1.851 -0.312
H -0.653 -1.619 -1.125 0.215
H -0.819 -0.177 -0.239 -0.347
H -1.528 -0.391 -1.817 0.757
H 0.638 -0.430 -2.883 0.312
H 0.594 1.144 -2.019 0.160
H 2.606 -0.687 -1.605 0.259
H 2.785 -1.011 0.623 0.509
H 1.192 -1.498 0.300 0.041
H 1.044 1.492 0.609 0.426
H 2.384 -0.176 2.776 0.448
H 1.770 1.462 3.148 0.338
H 3.183 1.326 2.192 0.411
H -0.889 0.331 1.388 -0.217
H -0.039 -0.420 2.605 0.177
O -0.146 -4.153 -0.745 -0.637
H 0.621 -3.632 -1.030 0.363
H -0.533 -3.442 -0.212 0.326
O -2.791 -1.293 2.235 -0.597
H -3.689 -1.153 1.924 0.288
H -2.606 -2.227 2.333 0.289
O -1.797 2.634 0.741 -0.657
H -0.874 2.919 0.831 0.320
H -2.089 2.676 1.659 0.312
O 2.595 2.491 -0.046 -0.619
H 2.803 2.609 -0.986 0.293
H 3.188 1.768 0.181 0.303
O -1.292 0.904 -3.250 -0.597
H -1.298 0.977 -4.229 0.272
H -1.354 1.876 -3.191 0.280
O -3.726 -0.962 -0.268 -0.679
H -2.841 -0.606 -0.178 0.372
H -3.615 -1.128 -1.231 0.332
```

Values from the calculation:
* structure (SMILES): CCNC[C@H](C)N.O.O.O.O.O.O
* lowest unoccupied orbital energy: 0.30 eV
* orbital gap: 8.53 eV
* molecular weight: 210.27 g mol⁻¹

=====

#ii
Molecular formula: C5H26N2O6
Method: DFT, wB97M-V/def2-TZVPD

```
39
Properties=species:S:1:pos:R:3:mulliken_charge:R:1
C -0.944 1.193 -2.767 -1.042
N -0.140 0.980 -1.509 -0.098
C 0.827 -0.081 -1.607 -0.949
C 1.581 -0.281 -0.202 -0.346
C 1.863 -1.782 0.117 -0.874
C 0.856 -2.409 1.179 -0.381
N -0.203 -3.267 0.622 -0.593
H -0.289 1.546 -3.537 0.330
H -1.400 0.239 -2.957 0.346
H -1.694 1.879 -2.476 0.368
H -0.905 0.731 -0.827 0.310
H 1.701 0.119 -2.309 0.480
H 0.625 -1.098 -2.026 0.234
H 1.193 0.364 0.524 0.360
H 2.570 -0.015 -0.619 0.181
H 2.853 -1.906 0.594 0.426
H 1.869 -2.494 -0.670 0.488
H 1.479 -2.990 1.880 0.272
H 0.474 -1.592 1.817 0.150
H -1.016 -2.680 0.504 0.284
H 0.048 -3.742 -0.235 0.266
O 0.390 3.437 -0.504 -0.771
H 0.172 4.149 -1.100 0.279
H 0.355 2.500 -0.810 0.561
O -0.346 2.218 1.943 -0.602
H -0.237 2.589 1.059 0.224
H 0.458 2.493 2.407 0.339
O -1.649 -0.185 2.740 -0.641
H -2.461 0.300 2.597 0.281
H -0.914 0.461 2.827 0.364
O -2.535 -1.686 -2.518 -0.660
H -1.714 -2.163 -2.661 0.299
H -2.627 -1.785 -1.542 0.346
O -2.244 -0.466 -0.227 -0.726
H -3.162 -0.493 0.059 0.268
H -1.639 -0.625 0.531 0.260
O 2.144 1.921 3.128 -0.672
H 1.845 2.278 3.971 0.321
H 2.819 2.345 2.602 0.315
```

Values from the calculation:
* structure (SMILES): CNCCCCN.O.O.O.O.O.O
* lowest unoccupied orbital energy: 0.38 eV
* orbital gap: 9.18 eV
* molecular weight: 210.27 g mol⁻¹

=====

Most stable structure, least stable structure: #ii, #i.

=====

#i
Molecular formula: C6H9FS
Method: DFT, wB97M-V/def2-TZVPD

```
17
Properties=species:S:1:pos:R:3:mulliken_charge:R:1
C -1.228 2.076 -0.648 -1.313
C -0.232 1.341 0.206 -0.221
C -0.040 0.028 0.238 0.694
C -0.865 -0.924 -0.653 -0.636
F -0.545 -0.745 -1.982 -0.267
C 1.148 -0.410 1.030 0.331
C 1.732 -1.726 0.538 -1.209
S 1.671 0.305 2.384 -0.313
H -1.468 1.605 -1.606 0.328
H -0.975 3.135 -0.814 0.363
H -2.173 2.186 -0.097 0.307
H 0.203 1.998 0.957 0.292
H -0.767 -2.000 -0.364 0.280
H -1.931 -0.644 -0.569 0.357
H 2.809 -1.883 0.774 0.320
H 1.036 -2.455 1.098 0.301
H 1.626 -1.887 -0.492 0.386
```

Values from the calculation:
* structure (SMILES): C/C=C(\CF)C(C)=S
* lowest unoccupied orbital energy: -0.23 eV
* orbital gap: 8.26 eV
* molecular weight: 132.20 g mol⁻¹

=====

#ii
Molecular formula: C6H9FS
Method: DFT, wB97M-V/def2-TZVPD

```
17
Properties=species:S:1:pos:R:3:mulliken_charge:R:1
C -0.405 0.981 -0.643 -0.265
C 0.607 0.745 0.572 -0.281
C -0.251 -0.021 1.537 -0.780
C -0.574 -1.213 0.649 -0.695
C -0.100 -0.591 -0.682 0.743
C 1.355 -0.346 -0.363 -0.810
H -1.391 1.555 -2.694 0.180
H -1.384 1.235 -0.162 0.288
H 1.131 1.450 1.213 0.406
H -0.979 0.767 1.870 0.276
H 0.293 -0.270 2.403 0.411
H -1.672 -1.424 0.520 0.297
H 0.012 -2.218 0.649 0.292
H 2.067 0.005 -1.208 0.275
H 1.649 -1.236 0.273 0.271
F -0.552 -1.286 -1.820 -0.401
S 0.194 1.865 -2.113 -0.206
```

Values from the calculation:
* lowest unoccupied orbital energy: 0.13 eV
* orbital gap: 9.22 eV
* molecular weight: 132.20 g mol⁻¹

=====

Most stable structure, least stable structure: #i, #ii.